(1)
ORCA calculation (ωB97M-V with the def2-TZVPD basis set) on a structure of composition C22H42NOP3STi in a non-equilibrium geometry.

expectation value of S² = 0.76
net charge = +3
E_LUMO (alpha / beta) = -9.73 / -9.57 eV
E = -3264.20416 a.u.
HOMO (alpha / beta) = -0.58717 / -0.58864 Ha
2S+1 = 2
relative energy (zero: lowest compared OMol25 entry of this formula, charge and spin) = 1.9 kcal per mole

Structure (XYZ):
```
71
Properties=species:S:1:pos:R:3:mulliken_spin:R:1
Ti -0.525 0.628 -0.391 1.022
P 1.719 -0.942 1.575 0.000
P 1.013 2.479 -0.165 -0.025
P -1.439 -1.864 -0.321 0.063
H -0.286 2.615 -3.953 -0.003
C -1.204 2.088 -3.698 -0.027
C -1.984 2.360 -2.652 0.057
H -1.922 3.318 -2.128 0.003
C 3.168 -1.837 0.951 0.002
C 2.331 0.409 2.614 0.003
C 0.893 -2.084 2.694 0.006
C 0.306 3.667 -1.308 0.035
C 1.208 3.457 1.380 -0.003
C 2.725 2.357 -0.752 0.001
C -2.931 -2.191 -1.322 -0.011
C -2.076 -2.545 1.235 -0.005
C -0.346 -3.196 -0.934 0.001
H -1.522 1.389 -4.469 0.001
H -2.865 1.766 -2.371 -0.014
H 3.853 -2.074 1.786 0.001
H 3.679 -1.250 0.175 0.000
H 2.833 -2.765 0.472 0.000
H 2.975 -0.009 3.413 0.000
H 1.482 0.930 3.077 -0.002
H 2.907 1.126 2.010 0.000
H 1.071 -3.125 2.392 0.001
H -0.166 -1.844 2.653 -0.002
H 1.196 -1.929 3.741 0.001
H 0.827 4.631 -1.283 0.001
H -0.731 3.852 -1.008 0.002
H 0.285 3.247 -2.319 -0.009
H 2.114 4.077 1.277 -0.001
H 1.303 2.771 2.232 0.001
H 0.306 4.071 1.527 0.000
H 3.289 3.221 -0.362 -0.001
H 2.735 2.377 -1.851 0.000
H 3.173 1.413 -0.416 -0.001
H -3.399 -3.112 -0.947 0.002
H -2.676 -2.300 -2.379 0.004
H -3.624 -1.350 -1.211 0.002
H -2.779 -3.353 0.987 -0.001
H -2.627 -1.751 1.763 0.003
H -1.283 -2.962 1.870 0.001
H -1.002 -3.944 -1.405 -0.001
H 0.212 -3.671 -0.114 0.000
H 0.369 -2.835 -1.686 0.000
C 0.181 -0.676 -3.035 -0.022
C 1.341 -1.201 -3.659 -0.015
C 1.157 -1.786 -4.901 0.005
C -0.070 -1.712 -5.563 -0.012
C -1.182 -1.114 -4.958 0.006
C -1.100 -0.761 -3.607 0.023
O 0.347 -0.033 -1.887 -0.111
H 0.985 -0.515 0.290 0.005
H 2.282 -1.034 -3.155 -0.001
H 1.995 -2.296 -5.393 0.000
H -0.225 -2.134 -6.549 0.000
H -2.106 -0.879 -5.483 0.000
H -1.967 -0.344 -3.070 0.018
S -2.316 1.105 1.354 -0.004
C -1.707 0.992 2.985 0.003
N -1.922 -0.169 3.684 -0.001
C -1.347 -0.454 4.897 -0.001
C -0.556 0.482 5.508 -0.001
C -0.432 1.751 4.901 0.000
C -1.004 1.988 3.647 -0.001
H -2.583 -0.821 3.290 0.000
H -1.532 -1.452 5.296 0.000
H -0.019 0.257 6.447 0.000
H 0.122 2.538 5.416 0.000
H -0.928 2.953 3.167 0.000
```

=====

(2)
ORCA calculation (ωB97M-V with the def2-TZVPD basis set) on a structure of composition C22H42O7P2Pd in a non-equilibrium geometry.

net charge = -2
E_LUMO = 4.44 eV
E = -2200.83713 a.u.
HOMO = -0.03500 Ha
2S+1 = 1
relative energy (zero: lowest compared OMol25 entry of this formula, charge and spin) = 22.0 kcal per mole

Structure (XYZ):
```
74
Properties=species:S:1:pos:R:3:mulliken_charge:R:1
Pd -15.269 1.150 -4.625 -0.026
C -19.453 4.542 0.642 -1.439
C -19.134 6.042 0.773 0.501
C -20.426 6.886 0.710 -1.514
O -18.375 6.349 -0.345 -0.062
P -17.155 7.508 -0.291 0.822
O -16.361 7.236 0.945 -0.864
C -17.777 9.062 -0.597 -1.279
P -16.653 2.390 -6.842 -0.495
O -15.218 1.921 -6.500 -0.013
O -16.791 3.983 -6.502 -0.132
C -15.681 4.903 -6.307 1.391
C -16.254 6.279 -6.204 -1.620
C -14.635 4.890 -7.431 -1.451
O -16.376 2.572 -8.529 -0.414
C -17.402 2.474 -9.453 0.688
C -18.801 2.295 -8.895 -1.397
C -16.971 1.334 -10.426 -1.452
O -16.420 7.002 -1.678 -0.351
C -15.974 5.649 -1.996 0.867
C -17.034 4.587 -2.142 -0.841
C -14.881 5.167 -1.023 -1.245
H -20.095 4.132 1.441 0.432
H -18.518 3.938 0.672 0.306
H -19.993 4.336 -0.291 0.292
H -18.615 6.316 1.707 0.334
H -20.939 6.709 -0.215 0.315
H -20.148 7.934 0.809 0.426
H -21.031 6.673 1.614 0.405
H -17.779 9.858 0.129 0.285
H -18.449 9.063 -1.444 0.211
H -15.189 4.508 -5.404 -0.158
H -16.910 6.331 -7.092 0.446
H -15.526 7.106 -6.205 0.354
H -16.987 6.386 -5.388 0.292
H -15.054 5.187 -8.379 0.310
H -14.112 3.961 -7.475 0.304
H -13.852 5.667 -7.227 0.449
H -17.411 3.427 -10.069 0.131
H -19.054 1.317 -8.545 0.362
H -19.538 2.493 -9.700 0.416
H -18.930 3.077 -8.107 0.330
H -16.705 0.415 -9.871 0.284
H -16.047 1.602 -10.918 0.336
H -17.591 1.115 -11.258 0.440
H -15.532 5.819 -2.988 -0.046
H -17.384 4.308 -1.153 -0.006
H -16.577 3.674 -2.625 0.224
H -17.860 4.891 -2.805 0.320
H -15.248 5.356 0.009 0.293
H -13.931 5.670 -1.152 0.334
H -14.858 4.091 -1.147 0.281
C -10.688 2.213 -4.337 -0.265
C -11.507 2.288 -3.206 -0.609
C -12.826 1.881 -3.258 -0.304
C -13.391 1.476 -4.455 0.221
C -12.577 1.388 -5.574 -0.338
C -11.225 1.699 -5.498 -0.580
H -9.650 2.572 -4.356 0.314
H -11.095 2.726 -2.309 0.355
H -13.422 1.943 -2.407 0.831
H -13.005 1.149 -6.547 0.353
H -10.595 1.671 -6.370 0.355
C -14.772 -1.931 -3.814 -1.604
C -14.539 -0.907 -2.674 1.060
C -14.835 -1.476 -1.309 -1.673
O -15.256 0.263 -2.835 -0.842
H -14.205 -2.838 -3.620 0.416
H -14.365 -1.561 -4.686 0.394
H -15.864 -2.142 -3.976 0.255
H -13.497 -0.604 -2.676 0.176
H -15.891 -1.606 -1.250 0.380
H -14.581 -0.721 -0.577 0.368
H -14.386 -2.433 -1.056 0.359
```

=====

(3)
ORCA calculation (ωB97M-V with the def2-TZVPD basis set) on a structure of composition C22H43BN8O3SbSi3V in a non-equilibrium geometry.

expectation value of S² = 0.77
net charge = -1
E_LUMO (alpha / beta) = 2.49 / 2.49 eV
E = -3605.74857 a.u.
HOMO (alpha / beta) = -0.10426 / -0.07583 Ha
2S+1 = 2
relative energy (zero: lowest compared OMol25 entry of this formula, charge and spin) = 15.3 kcal per mole

Structure (XYZ):
```
82
Properties=species:S:1:pos:R:3:mulliken_spin:R:1
V -1.859 0.150 -1.469 1.158
C -2.881 -0.065 2.917 0.001
C -1.975 -0.329 1.886 0.000
N -2.265 0.395 0.812 -0.021
N -3.339 1.120 1.118 -0.027
C -3.743 0.861 2.373 -0.003
B -4.045 1.910 0.015 0.051
N -4.611 0.859 -0.936 -0.059
C -5.894 0.620 -1.268 -0.008
C -5.917 -0.445 -2.141 0.009
C -4.576 -0.808 -2.284 -0.003
N -3.807 -0.017 -1.542 -0.016
N -2.994 2.714 -0.738 -0.012
C -2.786 4.043 -0.690 -0.014
C -1.724 4.338 -1.515 0.010
C -1.327 3.100 -2.030 -0.022
N -2.107 2.137 -1.555 -0.039
H -2.906 -0.480 3.906 0.000
H -1.127 -0.984 1.910 0.003
H -4.617 1.324 2.789 0.000
H -4.901 2.599 0.463 0.000
H -6.690 1.222 -0.880 -0.003
H -6.774 -0.894 -2.602 0.001
H -4.150 -1.561 -2.916 -0.002
H -3.385 4.679 -0.066 -0.004
H -1.299 5.302 -1.715 0.000
H -0.513 2.891 -2.699 -0.004
N -1.394 -1.889 -1.087 0.001
C -1.744 -2.719 -2.229 0.002
C -1.493 -1.866 -3.498 0.013
O -1.198 -2.425 -4.562 0.020
N -1.586 -0.570 -3.259 -0.026
C -0.800 0.290 -4.092 0.015
C 0.427 0.671 -3.215 0.003
O 1.461 1.069 -3.741 0.004
O 0.250 0.511 -1.969 -0.005
H -1.599 -2.351 -0.203 -0.006
H -0.393 -1.698 -1.119 -0.010
H -1.121 -3.626 -2.310 -0.001
H -2.787 -3.038 -2.149 -0.001
H -0.444 -0.209 -5.005 -0.002
H -1.347 1.200 -4.365 0.000
C 5.168 -0.465 0.255 0.001
Si 3.557 -0.067 -0.731 0.000
C 3.511 -1.368 -2.129 0.000
C 3.861 1.640 -1.518 0.000
Sb 1.312 -0.059 0.561 -0.004
Si 1.673 -2.431 1.656 0.001
C 1.464 -3.767 0.278 0.000
C 0.330 -2.985 2.930 0.000
C 3.321 -2.821 2.562 0.000
Si 2.076 1.388 2.572 0.001
C 3.797 1.348 3.434 0.000
C 0.811 1.152 3.994 0.000
C 1.775 3.174 1.941 0.001
H 6.044 -0.344 -0.375 0.000
H 5.171 -1.484 0.624 0.000
H 5.284 0.195 1.107 0.000
H 4.379 -1.276 -2.776 0.000
H 2.632 -1.208 -2.744 0.000
H 3.488 -2.387 -1.750 0.000
H 4.799 1.666 -2.065 0.000
H 3.884 2.435 -0.779 0.000
H 3.065 1.842 -2.227 0.000
H 0.420 -4.039 0.145 0.000
H 2.004 -4.682 0.509 0.000
H 1.829 -3.405 -0.679 0.000
H -0.654 -3.054 2.475 0.000
H 0.259 -2.289 3.761 0.000
H 0.561 -3.965 3.340 0.000
H 4.127 -2.950 1.850 0.000
H 3.256 -3.725 3.159 0.000
H 3.593 -2.004 3.221 0.000
H 3.999 0.360 3.833 0.000
H 3.856 2.052 4.259 0.000
H 4.590 1.592 2.736 0.000
H 0.875 0.156 4.421 0.000
H -0.201 1.283 3.622 0.000
H 0.961 1.863 4.802 0.000
H 2.493 3.443 1.172 0.000
H 1.826 3.929 2.719 0.000
H 0.786 3.227 1.493 -0.001
```

=====

Which of these has the lowest relative energy (zero: lowest compared OMol25 entry of this formula, charge and spin)?
C22H42NOP3STi

=====

What is the 2S+1 in the second record?
1

=====

Which of these has the highest relative energy (zero: lowest compared OMol25 entry of this formula, charge and spin)?
C22H42O7P2Pd